# C40H61BeN4O7

C40H61BeN4O7 as an isolated structure in a non-equilibrium geometry (wB97M-V/def2-TZVPD, the Open Molecules 2025 dataset).

Results
Gap between HOMO and LUMO   1.59 eV
Energy relative to the best compared isomer or geometry (same formula, charge and spin)   247.5 kcal/mol
LUMO energy   -9.3 eV

The geometry in ORCA input format:
```
! RIJCOSX wB97M-V def2-TZVPD def2/J DEFGRID3
* xyz 1 1
O 2.32 -9.52 -2.21
O 0.35 2.58 5.42
O -7.91 -1.33 -1.71
O 2.22 6.01 -8.34
O 0.47 -0.74 -0.61
O -5.33 7.13 -1.82
O 9.29 -2.12 -4.46
N 6.05 -0.89 5.19
N 3.41 8.40 1.11
N -2.14 -6.92 3.87
N -4.34 -1.05 5.47
C -2.35 -7.64 2.76
C 0.10 -0.44 -2.96
C 7.97 0.39 4.46
C -3.11 -8.84 2.70
C 1.59 5.39 -10.57
C -7.73 7.25 -1.56
C 7.00 -1.46 -4.36
C -5.37 -1.24 4.62
C 1.71 8.69 -0.61
C -5.91 -0.37 7.17
C 3.44 7.08 0.82
C -3.64 -9.33 3.85
C 8.02 -0.83 6.50
C -6.97 -3.50 -2.09
C 2.57 6.50 -0.12
C -6.72 -1.15 5.01
C -0.11 3.71 5.11
C 6.72 -1.21 6.33
C 3.00 -8.60 -2.68
C -7.48 -1.85 -4.02
C -6.97 -0.71 6.33
C 8.68 -0.01 5.57
C -0.40 -0.86 -1.65
C 2.13 5.11 -9.20
C -7.47 -2.10 -2.52
C -6.40 6.55 -1.53
C 0.38 4.96 5.71
C 2.65 3.73 -8.87
C 6.66 -0.14 4.23
C -3.54 -8.56 5.01
C -2.70 -7.44 4.99
C 1.75 7.29 -0.85
C 2.45 -7.20 -2.89
C 8.30 -2.01 -3.77
C 8.31 -2.17 -2.30
C -4.63 -0.55 6.69
C -1.13 3.80 4.04
C 4.48 -8.79 -2.82
C 2.58 9.23 0.38
C -6.37 5.09 -1.26
Be 0.98 -2.56 4.41
H -8.54 6.63 -1.96
H 1.15 6.37 -10.72
H 4.76 -8.87 -3.86
H -5.90 -3.57 -2.28
H 6.07 0.17 3.38
H 9.16 -1.59 -1.92
H -7.55 -1.30 4.34
H 0.93 -1.05 -3.30
H -0.69 -1.90 -1.78
H 9.70 0.36 5.61
H 2.59 5.42 -0.23
H -3.82 -0.14 7.27
H -7.93 7.61 -0.56
H 6.27 -2.27 -4.44
H -2.58 -6.89 5.92
H 2.43 5.33 -11.27
H -6.44 -1.59 -4.21
H -0.91 4.60 3.33
H 3.61 3.57 -9.36
H -3.20 -9.40 1.78
H -7.97 -0.52 6.70
H 2.76 -6.62 -2.02
H -5.63 4.50 -1.80
H -8.09 -0.98 -4.26
H -6.06 0.05 8.15
H 8.29 -3.24 -2.11
H 2.95 -6.85 -3.80
H 0.97 9.30 -1.10
H 0.65 5.72 4.97
H 5.02 -7.97 -2.34
H -4.22 -10.23 3.94
H 2.57 10.28 0.64
H 4.66 -9.76 -2.36
H 2.83 3.62 -7.81
H -1.91 -7.17 1.89
H -7.69 8.16 -2.16
H 1.07 6.75 -1.50
H 1.90 3.01 -9.19
H 1.30 4.80 6.28
H -7.49 -4.24 -2.71
H -5.01 -1.51 3.64
H 8.61 -1.22 7.31
H 0.83 4.68 -10.90
H -0.39 5.43 6.32
H 8.43 1.03 3.72
H -1.30 2.86 3.51
H 4.00 6.35 1.39
H -1.32 -0.30 -1.48
H -7.32 4.62 -1.51
H -7.18 -3.62 -1.03
H -2.07 4.00 4.55
H 1.38 -7.21 -3.11
H 7.39 -1.81 -1.85
H 7.18 -1.01 -5.34
H -3.93 -8.94 5.94
H 6.30 -1.78 7.14
H -0.63 -0.50 -3.78
H 0.38 0.60 -3.02
H -7.73 -2.72 -4.62
H -6.05 4.91 -0.23
H 6.56 -0.65 -3.77
*
```


# C20H58Ba2O18

C20H58Ba2O18 as an isolated structure in a non-equilibrium geometry (wB97M-V/def2-TZVPD, the Open Molecules 2025 dataset).

Results
Gap between HOMO and LUMO   7.33 eV
Energy relative to the best compared isomer or geometry (same formula, charge and spin)   0.0 kcal/mol
LUMO energy   -5.7 eV

The geometry in ORCA input format:
```
! RIJCOSX wB97M-V def2-TZVPD def2/J DEFGRID3
* xyz 2 1
Ba -17.20 -6.98 31.11
Ba -11.51 -14.43 30.97
O -13.76 -13.27 31.89
O -19.54 -11.00 31.61
O -15.95 -5.09 29.53
O -15.66 -8.67 26.54
O -15.21 -8.73 29.47
O -15.75 -16.74 31.89
O -8.95 -10.90 28.48
O -12.09 -12.93 26.68
O -18.74 -7.98 29.07
O -18.92 -12.39 29.15
O -10.07 -12.10 30.77
O -13.77 -7.92 34.50
O -10.31 -14.29 28.43
O -14.74 -13.78 34.53
O -16.78 -9.80 31.66
O -12.85 -12.75 29.34
O -11.55 -13.71 33.64
O -12.44 -7.68 28.80
C -12.28 -7.58 27.38
C -16.10 -14.13 34.67
C -13.04 -13.28 25.69
C -10.57 -13.23 34.54
C -13.63 -11.94 29.87
C -15.05 -5.36 28.44
C -15.73 -10.37 31.18
C -18.69 -9.34 28.55
C -10.44 -10.98 31.61
C -15.00 -9.91 29.94
C -17.57 -12.74 29.23
C -14.26 -12.31 31.28
C -15.34 -11.54 31.77
C -19.68 -11.81 32.77
C -9.06 -14.17 27.75
C -15.05 -9.72 25.81
C -13.89 -9.30 34.78
C -10.12 -10.46 27.77
C -16.75 -15.79 31.56
C -14.00 -10.67 29.36
H -13.83 -12.52 25.63
H -14.31 -9.85 33.94
H -20.73 -11.98 33.01
H -15.44 -8.78 27.48
H -19.20 -11.40 33.67
H -11.46 -6.89 27.18
H -17.52 -15.71 32.34
H -12.49 -12.87 27.56
H -12.07 -8.56 26.95
H -10.40 -13.94 35.35
H -9.83 -11.71 29.90
H -13.17 -7.14 26.92
H -9.62 -13.09 34.01
H -10.97 -13.89 27.82
H -10.75 -12.23 34.96
H -17.81 -9.82 28.99
H -14.57 -13.50 33.62
H -10.01 -9.39 27.59
H -11.49 -10.74 31.40
H -18.60 -10.74 31.69
H -16.37 -15.09 34.22
H -9.11 -14.77 26.84
H -19.62 -9.83 28.82
H -13.57 -14.20 25.98
H -16.75 -13.35 34.26
H -19.51 -7.58 28.64
H -15.91 -11.98 32.58
H -10.16 -10.90 26.78
H -15.56 -5.29 27.48
H -8.75 -13.16 27.51
H -14.21 -4.67 28.45
H -16.09 -17.62 31.71
H -16.89 -11.94 28.93
H -17.28 -13.00 30.26
H -8.26 -14.56 28.38
H -16.36 -14.19 35.73
H -10.98 -10.68 28.38
H -10.27 -11.25 32.64
H -13.46 -7.51 35.31
H -12.94 -9.79 35.06
H -8.15 -10.71 27.98
H -16.25 -14.83 31.43
H -14.54 -9.48 35.64
H -17.35 -16.07 30.69
H -19.17 -11.77 29.86
H -12.55 -13.37 24.73
H -15.50 -10.69 26.07
H -13.23 -8.21 28.91
H -18.49 -9.38 27.48
H -19.30 -12.83 32.61
H -17.37 -13.60 28.59
H -13.48 -10.31 28.49
H -13.97 -9.76 25.98
H -15.25 -9.59 24.75
H -15.97 -4.13 29.61
H -14.63 -6.36 28.49
H -9.87 -10.08 31.36
H -12.43 -13.58 34.05
*
```


# C18H33F5MoN4O3PSSe

C18H33F5MoN4O3PSSe as an isolated structure in a non-equilibrium geometry (wB97M-V/def2-TZVPD, the Open Molecules 2025 dataset).

Results
Gap between HOMO and LUMO (spin up / spin down)   4.89 / 5.10 eV
Energy relative to the best compared isomer or geometry (same formula, charge and spin)   27.8 kcal/mol
LUMO energy (spin up / spin down)   -4.6 / -4.4 eV

The geometry in ORCA input format:
```
! RIJCOSX wB97M-V def2-TZVPD def2/J DEFGRID3
* xyz 1 1
Mo 0.47 -0.26 -0.68
Se 0.09 0.88 -2.68
S 0.82 1.39 3.44
P -1.77 -1.13 -0.65
F -2.50 2.06 7.24
F -1.68 1.06 1.93
F -4.22 1.17 2.92
F -4.64 1.62 5.60
F 0.02 1.96 6.25
O -2.99 -0.53 0.15
O -2.49 -1.64 -1.99
O -1.54 -2.50 0.14
N 0.67 -1.08 1.40
N 0.92 -2.26 -1.72
N 2.60 -0.36 -0.36
N 0.77 1.67 0.34
C -3.80 0.55 -0.36
C -3.18 1.36 3.75
C -3.10 -2.29 -4.22
C 2.02 -1.27 1.94
C 2.98 1.05 -0.59
C 2.21 1.98 0.35
C -2.28 -1.33 -3.37
C 2.33 -2.55 -1.42
C -1.02 1.77 5.43
C -0.77 1.50 4.07
C 3.12 -0.83 0.94
C -5.16 0.02 -0.75
C -2.58 -3.50 0.22
C -3.40 1.60 5.10
C -1.89 1.32 3.26
C -2.24 -4.67 -0.69
C -2.30 1.82 5.94
C 3.09 -1.23 -1.44
H -2.96 -2.04 -5.27
H 2.76 -3.24 -2.16
H -3.01 -5.42 -0.60
H 2.39 -3.02 -0.44
H 0.11 -1.92 1.53
H -3.53 -3.05 -0.07
H 2.18 -2.31 2.22
H 0.33 -3.07 -1.51
H 0.83 -2.07 -2.72
H -5.78 0.84 -1.10
H -2.79 -3.32 -4.06
H -4.15 -2.20 -3.98
H 2.39 3.01 0.02
H -1.21 -1.43 -3.62
H 4.06 1.19 -0.43
H -2.19 -4.34 -1.73
H 0.25 2.41 -0.13
H -2.58 -0.30 -3.57
H -3.29 1.02 -1.21
H 2.91 -0.73 -2.41
H 0.47 1.67 1.34
H 2.12 -0.66 2.85
H 3.71 -0.03 1.40
H -2.63 -3.81 1.26
H -3.89 1.28 0.45
H 3.81 -1.66 0.78
H 0.23 -0.36 1.99
H -5.07 -0.71 -1.55
H -1.29 -5.11 -0.41
H -5.64 -0.44 0.11
H 4.17 -1.40 -1.36
H 2.57 1.89 1.38
H 2.76 1.31 -1.63
*
```


# C31H29AuN7OSSe2

C31H29AuN7OSSe2 as an isolated structure in a non-equilibrium geometry (wB97M-V/def2-TZVPD, the Open Molecules 2025 dataset).

Results
Gap between HOMO and LUMO (spin up / spin down)   6.34 / 3.69 eV
LUMO energy (spin up / spin down)   -9.4 / -12.1 eV

The geometry in ORCA input format:
```
! RIJCOSX wB97M-V def2-TZVPD def2/J DEFGRID3
* xyz 3 3
Au -0.02 -0.04 -0.43
Se 1.69 0.91 2.62
Se 2.37 -1.03 1.64
S 0.83 2.73 0.12
O -1.68 5.90 2.91
N -0.57 4.46 1.54
N -2.05 -0.04 -0.24
N -4.14 0.66 -0.36
N 2.03 0.02 -0.93
N -0.47 4.81 -0.77
N -0.64 -0.57 2.57
N -9.39 4.89 -0.68
C 4.72 0.34 -1.57
C -4.15 -0.71 -0.43
C -0.20 0.29 4.76
C -8.55 4.12 -0.62
C -0.80 5.79 2.11
C -2.86 -1.13 -0.37
C 4.34 -0.17 -0.33
C -2.12 -1.08 4.36
C -0.15 4.14 0.31
C 1.43 6.50 1.18
C -6.16 3.74 -0.69
C -5.07 2.89 -0.63
C 0.09 0.13 3.42
C -5.26 1.52 -0.43
C -7.64 1.85 -0.40
C -0.17 8.15 1.94
C -0.79 7.05 -1.75
C -1.34 -0.34 5.23
C -6.55 1.01 -0.33
C -2.85 1.02 -0.23
C 0.17 6.81 1.70
C 2.31 7.52 0.85
C 1.96 8.85 1.07
C -7.45 3.22 -0.56
C -0.44 6.64 -3.18
C 2.99 -0.29 -0.06
C 3.72 0.68 -2.48
C -1.74 -1.17 3.03
C -1.41 5.91 -0.95
C 0.72 9.16 1.60
C 2.40 0.49 -2.12
H 3.97 1.07 -3.45
H -6.73 -0.04 -0.19
H -2.32 -1.72 2.30
H -3.02 -1.56 4.71
H -0.16 7.51 -3.75
H 0.40 5.95 -3.21
H -2.50 2.02 -0.11
H -2.27 5.52 -1.51
H 0.10 7.42 -1.24
H 1.74 5.48 1.05
H 2.65 9.64 0.82
H -1.76 6.25 0.03
H -0.54 3.73 2.24
H -1.60 -0.25 6.28
H 1.61 0.71 -2.82
H -4.09 3.31 -0.77
H -1.52 7.86 -1.78
H -6.02 4.80 -0.83
H -8.64 1.45 -0.32
H 3.28 7.28 0.43
H -1.13 8.38 2.38
H 0.45 0.87 5.41
H -0.02 4.52 -1.63
H -5.04 -1.29 -0.54
H -1.30 6.18 -3.67
H 0.44 10.19 1.76
H -2.46 -2.12 -0.41
H 5.76 0.45 -1.82
H 5.08 -0.46 0.40
*
```


# C6H15N2OP

One molecule with the formula C6H15N2OP in a non-equilibrium geometry (wB97M-V/def2-TZVPD, the Open Molecules 2025 dataset).

Results
Gap between HOMO and LUMO   8.95 eV
Energy relative to the best compared isomer or geometry (same formula, charge and spin)   72.4 kcal/mol
LUMO energy   0.7 eV

The geometry in ORCA input format:
```
! RIJCOSX wB97M-V def2-TZVPD def2/J DEFGRID3
* xyz 0 1
P -0.15 -0.30 1.05
O -0.11 0.08 2.49
N 1.47 0.07 -0.43
N -1.38 0.53 0.16
C 2.64 -0.04 0.41
C -1.88 0.03 -1.16
C -0.23 -2.09 0.73
C -2.19 1.51 0.85
C 0.32 -2.61 -0.37
C 1.37 1.40 -0.92
H -1.06 -2.63 1.31
H 2.32 -0.83 1.02
H 0.46 1.62 -1.34
H -2.08 2.50 0.44
H -3.17 1.26 0.83
H -2.11 0.82 -1.76
H 2.09 1.44 -1.71
H 1.10 -2.07 -0.94
H -1.04 -0.53 -1.46
H -1.92 1.49 1.89
H 3.00 0.82 1.07
H -2.70 -0.66 -0.98
H 1.58 2.08 -0.07
H 3.38 -0.30 -0.31
H 0.29 -3.57 -0.78
*
```


# C2HO4

An isolated ion of composition C2HO4 and charge -1 in a non-equilibrium geometry (wB97M-V/def2-TZVPD, the Open Molecules 2025 dataset).

Results
Gap between HOMO and LUMO   9.28 eV
Energy relative to the best compared isomer or geometry (same formula, charge and spin)   121.2 kcal/mol
LUMO energy   4.3 eV

The geometry in ORCA input format:
```
! RIJCOSX wB97M-V def2-TZVPD def2/J DEFGRID3
* xyz -1 1
O 0.49 1.70 -0.12
O -1.92 -0.15 -1.14
O -2.58 1.20 0.59
O 1.86 1.62 -0.49
C -1.85 0.56 -0.14
C -0.11 0.72 0.25
H 0.51 -0.16 0.20
*
```


# C48H34N10S2Sc

C48H34N10S2Sc as an isolated structure (wB97M-V/def2-TZVPD, the Open Molecules 2025 dataset).

Results
Gap between HOMO and LUMO (spin up / spin down)   4.92 / 4.88 eV
Energy relative to the best compared isomer or geometry (same formula, charge and spin)   0.0 kcal/mol
LUMO energy (spin up / spin down)   1.0 / 1.0 eV

The geometry in ORCA input format:
```
! RIJCOSX wB97M-V def2-TZVPD def2/J DEFGRID3
* xyz -1 1
Sc 0.63 0.06 0.36
S 0.08 2.40 -0.60
S -0.79 0.58 2.41
N 1.94 -0.42 2.15
N 0.52 -2.21 0.53
N -2.61 -0.90 0.41
N 3.31 1.56 2.19
N -2.27 0.90 -1.91
N 0.11 -2.85 -1.76
N 2.59 1.07 -0.06
N 1.19 -0.71 -1.70
N 0.99 -2.49 2.89
N 2.61 1.10 -2.47
C -3.02 2.14 2.50
C -0.70 -5.54 -0.42
C -2.55 2.25 -1.52
C -1.84 4.30 -0.49
C 0.87 -1.70 -3.76
C 0.90 -2.14 -6.09
C -4.34 2.46 2.27
C -5.13 1.63 1.49
C 5.38 4.45 -1.54
C 1.66 -0.97 -6.30
C 0.54 -2.89 1.70
C 1.83 0.04 -2.64
C -4.04 4.16 -1.41
C -0.65 -6.49 1.81
C -3.13 -1.23 -0.93
C 2.21 -1.00 4.37
C 0.50 -2.52 -4.83
C 3.89 2.66 -1.12
C -0.22 -4.35 0.13
C 0.11 -3.06 -0.45
C 2.03 -0.17 -5.23
C 0.64 -1.80 -2.32
C 2.18 -1.61 5.61
C -1.54 2.99 -0.87
C 5.59 4.59 -0.16
C 1.62 -0.55 -3.96
C 3.55 0.22 6.43
C 2.95 1.55 -1.29
C 1.63 -1.37 3.08
C -3.38 -0.03 -1.84
C 0.05 -4.24 1.49
C 4.95 3.76 0.75
C -4.56 0.51 0.92
C 3.28 1.76 0.88
C -3.77 2.86 -1.80
C -1.54 0.85 -3.18
C -2.67 -2.08 1.27
C 2.89 0.19 4.16
C -0.92 -6.60 0.43
C 3.58 0.82 5.18
C 4.53 3.48 -2.04
C 2.72 0.51 2.74
C -2.43 1.00 1.93
C -3.21 0.22 1.07
C 4.09 2.80 0.24
C 2.86 -0.98 6.65
C -3.07 4.88 -0.74
C -0.16 -5.32 2.35
H 2.85 -1.42 7.64
H 0.63 -2.74 -6.95
H 1.95 -0.70 -7.30
H -5.18 -0.16 0.32
H -4.27 0.48 -1.49
H -0.90 -5.61 -1.49
H 1.64 -2.54 5.76
H 5.89 5.11 -2.22
H -1.30 -7.53 0.04
H 4.11 1.74 5.01
H -6.18 1.85 1.32
H 6.25 5.36 0.20
H -0.64 1.44 -3.09
H -5.01 4.60 -1.62
H -2.12 -1.88 2.19
H 4.36 3.36 -3.10
H -4.53 2.30 -2.33
H -0.07 -3.42 -4.66
H -1.27 -0.19 -3.40
H -2.40 -1.91 -1.38
H -3.71 -2.34 1.52
H -2.15 1.23 -4.01
H -2.22 -2.93 0.75
H -4.76 3.37 2.70
H -3.27 5.90 -0.41
H -4.08 -1.80 -0.86
H -2.40 2.77 3.13
H 5.10 3.86 1.82
H 0.06 -5.23 3.41
H 2.62 0.73 -5.37
H -3.62 -0.42 -2.84
H 4.07 0.69 7.26
H -0.83 -7.34 2.45
H -1.07 4.86 0.03
*
```